Record 1
{
  "formula": "CH3BrClN",
  "method": "ωB97M-V/def2-TZVPD",
  "symbols": ["C", "N", "Cl", "Br", "H", "H", "H"],
  "positions_angstrom": [[0.80794, -0.48261, 0.57468], [-0.37048, 0.68174, -1.09398], [-0.36924, -0.20177, 1.74961], [-1.93582, 1.14391, -0.38359], [1.49348, 0.34992, 0.57280], [1.00935, -1.45568, 0.28413], [-0.63523, -0.03551, -1.70365]],
  "forces_ev_per_a": [[-2.0, 3.7, -0.4], [2.5, 0.4, 1.4], [0.3, -0.8, 0.7], [-1.2, 0.5, 0.4], [0.4, -0.5, -0.3], [0.3, -1.6, -0.6], [-0.2, -1.7, -1.2]],
  "orbital_gap_ev": [8.0, 8.6],
  "homo_energy_ev": [-8.55, -8.94],
  "e_tot_ha": -3128.7105,
  "molar_mass_da": 144.399
}



Record 2
{
  "formula": "H3PS",
  "method": "ωB97M-V/def2-TZVPD",
  "symbols": ["P", "S", "H", "H", "H"],
  "positions_angstrom": [[-0.04636, -0.03558, -0.00846], [-1.96059, -0.03189, -0.02557], [0.78367, 0.93267, 0.67396], [0.62256, -1.01776, 0.58706], [0.60072, 0.15256, -1.22698]],
  "forces_ev_per_a": [[0.4, 2.2, -0.1], [-0.3, 0.0, 0.1], [-0.9, 0.1, -0.1], [0.7, -2.0, 0.5], [0.1, -0.4, -0.4]],
  "orbital_gap_ev": 10.0,
  "homo_energy_ev": -9.25,
  "e_tot_ha": -741.3055,
  "smiles": "[PH3]=S",
  "molar_mass_da": 66.065
}



Record 3
{
  "formula": "C30H39N6ORuS2",
  "method": "ωB97M-V/def2-TZVPD",
  "symbols": ["Ru", "C", "C", "N", "C", "S", "N", "N", "C", "C", "C", "C", "C", "C", "C", "N", "H", "H", "H", "H", "H", "H", "H", "H", "H", "H", "H", "H", "H", "C", "C", "N", "C", "C", "N", "C", "C", "H", "H", "H", "H", "H", "H", "H", "H", "H", "H", "H", "H", "O", "S", "C", "C", "C", "C", "C", "C", "C", "C", "C", "C", "C", "C", "C", "C", "H", "H", "H", "H", "H", "H", "H", "H", "H", "H", "H", "H", "H", "H"],
  "positions_angstrom": [[0.55605, 0.46216, -1.67802], [5.44635, 2.37896, 0.40048], [5.10055, 0.99786, 0.94778], [3.75465, 0.96436, 1.48598], [2.64955, 0.91916, 0.75508], [2.81385, 0.70686, -0.99042], [1.48425, 1.05036, 1.34118], [0.39395, 0.88796, 0.61708], [-0.80375, 1.10086, 1.08578], [-1.06435, 1.53066, 2.48948], [-1.89765, 0.82856, 0.16468], [-3.21855, 0.64256, 0.58618], [-4.19635, 0.34896, -0.34472], [-3.84655, 0.24766, -1.68782], [-2.52515, 0.46196, -2.04122], [-1.58485, 0.75856, -1.14942], [6.40215, 2.33436, -0.11102], [5.51055, 3.11476, 1.19768], [4.68725, 2.69056, -0.31242], [5.78855, 0.72086, 1.74758], [5.17505, 0.24986, 0.15178], [3.63525, 1.13316, 2.47638], [-0.11835, 1.75596, 2.97338], [-1.55835, 0.72676, 3.03268], [-1.71375, 2.40236, 2.51448], [-3.46165, 0.72906, 1.63208], [-5.21875, 0.19756, -0.03182], [-4.58215, 0.03636, -2.44482], [-2.20125, 0.42216, -3.08142], [0.68845, 3.88806, -0.53312], [0.75585, 5.42986, -0.80462], [0.45355, 5.63466, -2.18952], [1.40715, 4.99216, -3.04212], [1.31375, 3.44056, -2.79262], [0.31575, 3.20196, -1.76152], [-0.97705, 3.67526, -2.22732], [-0.88335, 5.22016, -2.49012], [-0.05225, 3.66986, 0.23548], [1.65775, 3.51626, -0.20002], [1.74845, 5.82266, -0.58452], [0.03085, 5.96476, -0.18882], [2.40405, 5.35826, -2.80232], [1.18685, 5.23286, -4.08112], [2.27945, 3.05056, -2.46382], [1.01705, 2.91856, -3.70912], [-1.73545, 3.46076, -1.47332], [-1.22885, 3.14716, -3.14992], [-1.58445, 5.76276, -1.85502], [-1.10285, 5.45126, -3.53162], [0.31945, -1.84014, -1.39342], [0.81585, -2.78464, -0.32952], [-0.43045, -2.55384, 1.02208], [0.04495, -3.10314, 2.32308], [-0.74265, -3.97664, 3.06638], [-0.29975, -4.44214, 4.29168], [0.93725, -4.04984, 4.77898], [1.73015, -3.18194, 4.04138], [1.28555, -2.70904, 2.82188], [0.33765, -4.50104, -0.87922], [-1.12905, -4.69504, -0.96222], [-1.81135, -5.44414, -0.00202], [-3.18175, -5.60764, -0.09532], [-3.88875, -4.99534, -1.12092], [-3.21775, -4.22544, -2.06152], [-1.84615, -4.08084, -1.98882], [-1.37725, -2.98744, 0.70208], [-0.52045, -1.46684, 1.06708], [-1.71165, -4.27444, 2.69588], [-0.91505, -5.11514, 4.86708], [1.28225, -4.41524, 5.73418], [2.69415, -2.87914, 4.42028], [1.89215, -2.02724, 2.24248], [0.80275, -5.14334, -0.13302], [0.82965, -4.64094, -1.84192], [-1.26105, -5.91704, 0.79808], [-3.70225, -6.21384, 0.62958], [-4.95845, -5.11964, -1.18882], [-3.76475, -3.74744, -2.85812], [-1.31425, -3.50074, -2.72882]],
  "forces_ev_per_a": [[-0.5, 0.7, 5.6], [0.1, -0.2, 0.1], [0.4, 0.2, -0.4], [-0.3, 0.0, 0.2], [-0.7, -0.3, -0.4], [-0.6, 0.0, -1.2], [0.2, 0.1, 1.1], [-0.5, -0.2, -2.8], [1.0, -0.2, 0.0], [0.3, -0.1, -0.1], [-0.6, 0.0, -0.5], [0.7, 0.2, 0.0], [0.1, -0.1, -0.5], [0.0, 0.1, 0.3], [-0.3, 0.1, -0.3], [0.8, -0.7, -0.6], [0.1, 0.1, -0.1], [0.0, 0.1, 0.1], [0.0, 0.1, -0.1], [-0.1, -0.1, -0.1], [0.1, 0.0, 0.2], [-0.1, 0.0, -0.1], [-0.1, 0.0, 0.1], [0.0, -0.1, 0.1], [-0.1, 0.1, 0.0], [0.0, 0.0, 0.1], [-0.1, 0.0, 0.0], [-0.1, -0.1, -0.1], [-0.2, 0.0, 0.2], [0.3, 0.1, 0.8], [0.0, -0.3, 0.1], [0.0, 1.5, -0.2], [0.1, -0.4, -0.1], [0.8, 0.4, -0.7], [0.4, -1.9, -0.2], [-0.8, 0.0, -0.3], [-0.1, -0.3, 0.0], [0.0, -0.1, 0.0], [0.0, -0.1, 0.0], [0.0, 0.0, 0.0], [0.1, 0.0, 0.0], [0.0, 0.0, -0.1], [0.0, 0.0, 0.0], [-0.1, 0.0, 0.0], [0.0, 0.0, 0.1], [0.0, -0.1, 0.0], [0.0, 0.0, 0.1], [0.0, 0.0, -0.1], [-0.1, 0.0, 0.0], [-0.4, 2.3, -1.8], [-0.1, -0.9, 1.6], [0.4, 0.1, -0.4], [0.2, -0.2, 0.3], [0.0, 0.1, -0.1], [0.1, 0.0, 0.1], [0.0, 0.0, 0.0], [0.0, 0.0, 0.1], [-0.2, -0.1, 0.0], [0.1, 0.6, 0.1], [-0.5, 0.0, -0.1], [0.2, 0.0, -0.3], [-0.2, 0.1, 0.0], [0.1, 0.1, 0.0], [-0.1, 0.0, 0.1], [0.2, -0.1, 0.1], [0.0, 0.1, -0.1], [0.0, -0.1, -0.1], [-0.1, -0.1, -0.1], [-0.1, -0.1, 0.1], [0.0, 0.0, 0.1], [0.1, 0.0, 0.0], [0.1, 0.1, 0.0], [0.1, 0.0, 0.0], [0.2, 0.1, 0.1], [0.1, -0.1, 0.1], [0.0, -0.1, 0.1], [-0.1, 0.0, 0.0], [-0.1, 0.0, -0.1], [0.0, 0.0, -0.1]],
  "orbital_gap_ev": [4.8, 5.8],
  "homo_energy_ev": [-13.06, -13.38],
  "e_tot_ha": -2460.9943,
  "total_charge": 2,
  "molar_mass_da": 664.887,
  "spin_multiplicity": 2
}